Entry 1:
# C3H5NOS

A single C3H5NOS molecule (ωB97M-V/def2-TZVPD, the OMol25 dataset).

Last column: Mulliken charge in e.
Positions of all 11 atoms, in Å:
C  -0.5911  -0.6733  -0.5907  -0.39
H  -0.2809  -1.6891  -0.3030  0.31
O  -1.1207  0.0152  0.5127  -0.36
H  0.5139  -0.4518  1.6799  0.33
H  0.8565  -0.3909  -2.2382  0.36
C  0.5788  0.0100  -1.2595  0.04
H  -0.6206  0.8090  2.2753  0.28
S  0.9271  1.7093  0.6764  0.00
H  -1.3911  -0.7708  -1.3071  0.30
C  -0.1126  0.4139  1.4013  -0.39
N  1.2407  1.0185  -0.8469  -0.47

Cartesian forces (eV/Å) of the 6 atoms listed first:
0.526 -0.086 0.118
-0.034 -0.034 -0.011
-0.099 0.022 -0.148
-0.120 0.264 -0.043
0.012 0.065 0.111
0.064 0.444 0.216

* SMILES string: C1=NSCOC1
* net charge: 0
* multiplicity: 1
* HOMO-LUMO gap: 9.56 eV

***

Entry 2:
# C3H5NOS

A molecular structure, C3H5NOS (ωB97M-V/def2-TZVPD, the OMol25 dataset).

Last column: Mulliken charge in e.
Positions of all 11 atoms, in Å:
H  -0.7343  3.1444  -0.8477  0.18
C  0.0822  0.9960  -0.2326  0.13
H  1.8227  -3.2145  0.6319  0.14
C  0.1141  2.1843  -0.8889  -0.70
H  0.7111  2.3655  -1.8087  0.24
H  0.8873  0.1985  -0.3110  0.37
O  -0.9229  0.5589  0.4783  -0.33
H  -1.4317  -0.9374  1.5514  0.47
S  0.1011  -3.0564  0.4983  -0.21
C  -0.7186  -0.7517  0.8025  0.08
N  0.0890  -1.4877  0.1264  -0.37

Cartesian forces (eV/Å) of the 6 atoms listed first:
2.169 -3.418 0.326
3.131 2.284 -3.513
-3.941 0.257 -0.371
-2.531 1.903 -0.591
0.389 -0.376 1.414
-0.836 1.779 -0.490

* net charge: 0
* multiplicity: 1
* HOMO-LUMO gap: 8.66 eV

***

Entry 3:
# C3H5NOS

A molecular structure, C3H5NOS (ωB97M-V/def2-TZVPD, the OMol25 dataset).

Last column: Mulliken charge in e.
Positions of all 11 atoms, in Å:
C  -1.0479  1.1351  -0.1948  0.10
H  -1.6076  2.0570  -0.4787  0.34
N  -1.6250  0.0223  -0.2321  -0.37
H  2.5245  -0.9682  -0.3749  0.38
O  0.1635  1.2587  0.3212  -0.32
H  2.6839  0.7434  0.0066  0.32
C  2.0632  -0.0006  -0.4208  -1.10
C  0.8508  0.0134  0.4576  0.09
H  1.7873  0.2025  -1.4584  0.29
S  -0.4779  -1.1939  0.0486  -0.05
H  1.1281  -0.0456  1.5306  0.32

Cartesian forces (eV/Å) of the 6 atoms listed first:
-1.831 1.080 0.318
0.861 -0.631 0.452
-0.250 -0.730 -1.049
0.419 -0.470 0.063
1.155 1.185 -0.251
1.086 0.752 -0.080

* net charge: 0
* multiplicity: 1
* HOMO-LUMO gap: 9.22 eV

***

Entry 4:
# C3H5NOS

A single C3H5NOS molecule (ωB97M-V/def2-TZVPD, the OMol25 dataset).

Last column: Mulliken charge in e.
Positions of all 11 atoms, in Å:
C  0.0482  -0.4979  -0.4094  0.22
C  -0.9952  -0.5601  0.7629  -0.46
O  0.8969  1.5681  0.0116  -0.45
H  -0.8916  0.1862  1.5051  0.30
H  0.2566  -1.1919  -1.4510  0.27
H  -1.6189  -1.5585  0.9396  0.23
S  2.6853  -0.3998  -0.0534  -0.28
C  1.2080  0.2746  -0.1219  0.05
H  1.5345  2.1464  0.6546  0.38
H  -1.9112  -0.3053  -1.2233  0.26
N  -1.2126  0.3381  -0.6148  -0.51

Cartesian forces (eV/Å) of the 6 atoms listed first:
-3.424 -1.324 -3.192
-0.863 -1.530 -4.464
1.826 2.214 2.793
0.399 0.070 0.978
-0.739 1.062 3.903
1.463 2.595 -0.460

* SMILES string: OC(=S)[C@H]1CN1
* net charge: 0
* multiplicity: 1
* HOMO-LUMO gap: 9.10 eV

***

Entry 5:
# C3H5NOS

A single C3H5NOS molecule (ωB97M-V/def2-TZVPD, the OMol25 dataset).

Last column: Mulliken charge in e.
Positions of all 11 atoms, in Å:
H  1.8849  0.6030  0.5619  0.32
N  0.7243  -0.5224  -0.7152  -0.35
H  -0.8226  -1.7290  0.5801  0.30
H  -0.3070  -0.0467  1.9526  0.26
S  -0.6522  -0.2519  -1.6949  0.40
O  -0.9704  -1.4225  -2.5313  -0.55
C  0.9844  0.6890  0.1137  -0.39
H  0.8528  1.6810  -0.2765  0.27
C  -0.3268  0.4295  0.9819  -0.62
C  -0.5350  -0.7713  0.0203  0.10
H  -0.8324  1.3414  1.0073  0.27

Cartesian forces (eV/Å) of the 6 atoms listed first:
2.922 -0.250 1.497
0.608 -0.515 -0.078
0.365 1.005 -1.924
0.714 0.540 0.527
-1.318 -1.291 -0.044
0.510 0.761 0.053

* net charge: 0
* multiplicity: 1
* HOMO-LUMO gap: 10.15 eV

***

Entry 6:
# C3H5NOS

A single C3H5NOS molecule (ωB97M-V/def2-TZVPD, the OMol25 dataset).

Last column: Mulliken charge in e.
Positions of all 11 atoms, in Å:
H  1.7973  0.0953  0.2165  0.27
H  0.2280  1.7552  1.4963  0.26
C  0.7527  0.2582  -0.0307  0.24
S  -1.6417  0.4421  0.9418  -0.09
O  1.0546  0.7850  -1.3167  -0.51
C  0.0209  -1.0542  -0.2192  -0.59
H  0.5950  -1.8192  -0.7200  0.33
H  0.3473  1.3392  -1.4281  0.28
N  -0.1322  1.2479  0.7285  -0.43
C  -1.2158  -1.0637  0.2217  -0.12
H  -1.8060  -1.9856  0.1099  0.35

Cartesian forces (eV/Å) of the 6 atoms listed first:
-0.087 0.014 1.838
0.399 -0.061 1.043
0.510 0.271 -0.583
-1.546 0.787 1.065
1.845 -1.302 0.146
1.364 1.059 0.312

* SMILES string: O[C@@H]1C=CSN1
* net charge: 0
* multiplicity: 1
* HOMO-LUMO gap: 8.80 eV

***

Entry 7:
# C3H5NOS

A single C3H5NOS molecule (ωB97M-V/def2-TZVPD, the OMol25 dataset).

Last column: Mulliken charge in e.
Positions of all 11 atoms, in Å:
S  2.9692  -0.3709  -0.2297  -0.16
N  -0.2070  -0.6352  -0.1238  -0.22
H  2.3075  1.8824  0.7069  0.27
H  0.4514  -1.3295  0.4888  0.26
H  -1.8122  -1.6578  -0.7636  0.29
H  -1.8800  0.3819  -0.7459  0.26
O  -0.2798  1.6213  -0.3286  -0.61
C  1.8840  0.7962  0.1271  -0.41
C  -1.6177  -0.7234  -0.0912  -0.71
H  -2.2179  -0.5521  1.0720  0.23
C  0.4024  0.5873  -0.1120  0.80

Cartesian forces (eV/Å) of the 6 atoms listed first:
-0.716 0.997 0.229
4.864 -1.719 3.449
-1.870 -3.238 -2.058
-2.412 1.699 -2.231
-0.706 1.663 1.805
0.185 -3.604 1.957

* SMILES string: CNC(=O)C=S
* net charge: 0
* multiplicity: 1
* HOMO-LUMO gap: 7.98 eV

***

Entry 8:
# C3H5NOS2

A single C3H5NOS2 molecule (ωB97M-V/def2-TZVPD, the OMol25 dataset).

Last column: Mulliken charge in e.
Positions of all 12 atoms, in Å:
C  0.4133  0.1491  2.0395  -1.42
S  -1.3444  -1.3012  0.2951  -0.22
C  0.4367  0.1890  -1.6765  -0.35
H  0.1815  1.2156  -1.9604  0.32
H  -0.4312  0.2599  2.5706  0.49
H  0.9267  0.9767  2.2905  0.38
H  0.6636  -0.8044  2.3895  0.39
S  -1.1411  -0.9263  -1.8070  0.39
C  0.2065  0.0107  0.6126  0.61
N  0.9103  0.3113  -0.3370  -0.42
O  -2.1451  0.0239  -2.1374  -0.50
H  1.3232  -0.1041  -2.2795  0.32

Cartesian forces (eV/Å) of the 6 atoms listed first:
-0.109 -1.460 -1.699
2.008 1.544 -0.892
1.326 -0.340 0.586
-0.631 -0.386 -0.414
-3.780 0.616 1.287
2.817 2.311 0.809

* net charge: 0
* multiplicity: 1
* HOMO-LUMO gap: 9.48 eV

***

Entry 9:
# C3H5NOS2

A single C3H5NOS2 molecule (ωB97M-V/def2-TZVPD, the OMol25 dataset).

Last column: Mulliken charge in e.
Positions of all 12 atoms, in Å:
H  0.0055  -0.2432  -2.8985  0.37
C  0.0526  -0.1704  -1.7963  -0.22
H  -0.5615  -0.3352  2.3402  0.42
H  -0.0319  1.5499  0.4855  0.40
C  -0.7539  0.8032  0.6512  -0.60
O  2.1939  -0.7965  -1.6864  -0.48
C  -0.1391  -0.3628  1.3960  -0.73
S  -1.4711  0.3319  -0.9455  -0.07
S  1.6817  -0.4901  1.3978  -0.01
H  -1.5577  1.2641  1.3266  0.30
N  1.1599  -0.4020  -1.1483  0.22
H  -0.5784  -1.1488  0.8776  0.39

Cartesian forces (eV/Å) of the 6 atoms listed first:
0.332 -0.092 0.854
-0.921 0.486 1.988
-0.259 -0.239 2.274
0.848 1.145 -0.327
-1.315 0.735 0.961
-0.282 0.277 0.339

* net charge: 0
* multiplicity: 1
* HOMO-LUMO gap (spin up / spin down): 5.95 / 5.95 eV

***

Entry 10:
# C3H5NOS3

A molecular structure, C3H5NOS3 (ωB97M-V/def2-TZVPD, the OMol25 dataset).

Last column: Mulliken charge in e.
Positions of all 13 atoms, in Å:
S  -0.1524  -0.3192  -0.1071  -0.12
H  2.2578  -1.6623  -0.7845  0.34
H  -1.6038  1.8603  0.1808  0.27
N  -2.6497  -0.4082  -0.1922  -0.28
H  1.9905  -1.4628  1.0654  0.30
O  -3.8413  0.4423  -0.0117  -0.44
H  3.7622  -1.5173  0.1075  0.30
C  -1.6711  0.4534  0.1234  0.08
H  -4.6644  -0.3002  -0.2495  0.36
C  2.6390  -1.2413  0.1136  -0.90
S  2.6429  0.6363  -0.1508  0.03
S  0.4035  2.5023  -0.0235  -0.39
C  0.8867  1.0168  -0.0713  0.45

Cartesian forces (eV/Å) of the 6 atoms listed first:
0.073 -1.252 0.245
-0.660 -0.579 -0.492
-0.214 -4.391 0.103
1.043 5.003 1.883
1.734 0.092 -1.877
-3.061 -4.745 -1.470

* net charge: 0
* multiplicity: 1
* HOMO-LUMO gap: 8.49 eV

***

Let's list DFT total energy in order: -17563.4835; -17560.4050; -17563.8985; -17561.2908; -17561.2183; -17562.8707; -17561.6860; -28397.8592; -28394.5802; -39230.5605 eV.
Let's list relative energy (zero: lowest compared OMol25 entry of this formula, charge and spin) in order: 172.1; 469.2; 132.1; 383.7; 390.7; 231.3; 345.6; 228.8; 545.2; 452.5 kJ/mol.